Record 1
Below is a cluster of 11 separate species, C18H32Cl12O28S7 in total, with properties calculated with ωB97M-V/def2-TZVPD.

```
97
Properties=species:S:1:pos:R:3:forces:R:3
C 13.689375 9.370230 11.125110 0.519 -0.161 -1.353
C 13.464935 10.295060 12.297650 -2.166 1.288 0.420
O 13.592265 9.550970 13.472020 0.963 -3.099 1.697
S 13.594745 7.872050 13.128810 1.193 2.013 0.136
O 12.230835 7.488100 12.882820 1.303 -0.094 0.551
O 14.499215 7.143210 14.031670 -2.259 1.915 -2.360
O 14.314935 8.205480 11.695110 0.051 -0.989 0.693
H 14.338075 9.843480 10.388010 0.852 -0.219 0.465
H 12.912395 9.042230 10.434580 -0.982 0.092 0.971
H 12.468965 10.711250 12.449020 -0.559 -0.119 -1.144
H 14.059745 11.207980 12.327420 0.914 -0.518 -0.019
C 10.293735 12.978130 8.074430 0.617 -0.370 0.683
C 11.546815 12.171860 8.238830 0.721 0.315 1.512
O 11.638195 12.020890 9.707870 0.140 -0.815 0.189
S 10.180545 11.857960 10.464150 1.558 -0.856 -1.040
O 10.180005 12.851080 11.540890 -0.441 -2.244 -1.994
O 9.861835 10.421500 10.680970 0.595 4.157 -0.417
O 9.459955 12.357960 9.104200 -1.772 0.270 0.011
H 9.963845 12.831030 7.046020 -0.981 -0.188 0.413
H 10.427875 14.044240 8.257470 -0.078 -0.140 0.306
H 12.466725 12.686710 7.961710 -0.125 0.076 0.025
H 11.500355 11.228190 7.695300 -0.116 -0.249 0.466
C 11.625285 13.375840 15.016920 0.740 -0.922 -0.254
C 12.266375 12.100630 15.657930 -0.363 0.762 -2.200
O 13.594665 12.498070 15.945060 2.668 1.059 1.096
S 13.984225 14.094190 15.821990 -1.854 -0.968 0.095
O 14.790865 14.362110 14.623240 -1.242 -0.740 2.357
O 14.360745 14.664060 17.112060 -0.415 -1.055 -2.603
O 12.428545 14.394100 15.551210 0.893 2.974 0.934
H 10.591765 13.555140 15.313220 0.172 -0.052 0.045
H 11.751465 13.465920 13.938010 -0.350 -0.557 -0.139
H 12.494445 11.378950 14.873540 -1.044 -0.566 0.333
H 11.656535 11.762780 16.495820 0.687 -0.140 0.147
C 8.708835 7.389870 16.186390 -0.869 0.683 0.435
C 10.111775 7.651280 16.746860 0.859 0.085 -0.116
O 10.697525 8.706820 15.972730 -0.318 1.646 -1.775
S 9.556025 9.635470 15.233240 0.683 0.856 -0.765
O 10.005805 10.153140 13.899910 -1.225 -2.423 3.852
O 9.028115 10.651090 16.134410 0.810 -1.570 -0.936
O 8.543455 8.369390 15.209670 -0.224 2.723 -2.834
H 7.887185 7.601030 16.870790 0.313 -0.466 0.619
H 8.470325 6.483880 15.629250 0.723 -0.412 0.541
H 10.755415 6.793690 16.551020 0.044 0.063 0.535
H 10.203825 8.099670 17.736090 -0.603 -1.025 0.414
C 18.685685 12.240530 16.714050 -0.465 -0.013 -2.279
C 17.263825 12.695940 16.326270 0.458 1.477 -0.085
O 16.395445 12.161760 17.304380 0.457 -0.931 1.131
S 17.223205 11.880540 18.706800 -1.152 2.448 1.076
O 16.820165 10.624780 19.296560 0.768 1.804 -1.147
O 17.169335 13.138790 19.478950 0.102 -2.923 -1.428
O 18.675375 11.821550 18.022720 -0.723 -1.161 2.088
H 19.436055 13.028050 16.644350 -0.094 -0.125 -0.431
H 18.845265 11.393910 16.046320 0.900 -0.086 0.214
H 16.936785 12.437670 15.319080 0.058 -0.704 0.221
H 17.239725 13.785160 16.292730 -0.341 0.243 0.536
C 17.044905 16.442410 18.064920 0.923 0.092 -1.807
C 18.498145 16.706070 17.532790 0.041 -0.116 -0.451
O 19.251835 17.076060 18.652290 0.784 0.953 2.092
S 18.306625 17.675100 19.854590 1.379 -1.122 1.048
O 17.928275 19.056910 19.621360 0.617 -1.983 0.235
O 18.886065 17.231700 21.138060 -1.600 1.378 -3.237
O 17.149845 16.670170 19.422600 -0.892 0.834 2.453
H 16.735465 15.401240 17.973750 -0.046 0.199 -0.220
H 16.376265 17.124250 17.539460 -0.377 -0.093 0.359
H 18.677865 17.533450 16.846320 -0.923 -0.165 -0.485
H 18.948005 15.805420 17.114970 0.024 -0.020 0.077
C 10.097905 18.124150 11.303170 -0.387 -0.694 -0.257
C 11.464925 18.683630 11.317050 1.174 0.000 -0.282
O 12.304225 17.595700 10.909790 0.534 -2.529 -0.351
S 11.728225 16.090070 11.424720 -0.387 2.311 0.767
O 12.378675 15.724250 12.715660 -1.559 0.092 -3.985
O 11.561485 15.214410 10.253620 0.696 1.937 2.972
O 10.312365 16.813160 11.868860 -0.259 -1.403 0.357
H 9.673295 17.997030 10.307360 0.238 0.042 -0.177
H 9.384155 18.725230 11.866510 0.092 -0.499 0.502
H 11.834305 18.963140 12.303730 -0.420 0.425 0.038
H 11.599955 19.451640 10.555460 0.117 0.132 0.272
C 8.024835 15.579660 14.684280 -0.442 -0.322 0.013
Cl 8.518125 15.279370 16.368420 0.297 0.193 -0.484
Cl 6.478685 16.423730 14.706630 -0.279 0.094 -0.104
Cl 7.893685 14.033800 13.812160 0.195 0.436 0.133
H 8.689005 16.248600 14.137010 0.328 -0.378 0.383
C 15.315455 14.491310 11.385780 0.032 -0.622 1.193
Cl 16.029275 16.095460 11.440500 0.167 -0.255 0.314
Cl 16.365615 13.136920 11.922730 0.586 0.283 -0.260
Cl 14.732765 14.180330 9.791130 -0.417 -0.216 -0.624
H 14.557385 14.373640 12.160110 -0.359 0.763 -0.499
C 11.618525 11.908620 19.931840 0.546 -0.260 -0.913
Cl 10.668825 10.798600 20.836310 -0.568 -1.004 0.514
Cl 10.543435 12.713100 18.732730 0.751 0.003 0.510
Cl 12.999925 11.024730 19.072390 -1.086 0.982 0.753
H 11.994295 12.581130 20.702960 0.349 0.330 -0.863
C 11.548655 17.419800 15.582710 0.189 -1.715 0.096
Cl 10.348705 18.617890 15.071380 0.659 0.136 0.078
Cl 11.522895 17.146340 17.358730 0.133 0.482 -0.879
Cl 13.219835 17.509330 14.940190 -0.491 1.053 0.490
H 11.256795 16.477120 15.119830 -0.355 0.198 0.342
```
Positions in Å, forces in eV/Å.

Computed properties:
- SMILES = O=S1(=O)OCCO1.O=S1(=O)OCCO1.O=S1(=O)OCCO1.O=S1(=O)OCCO1.O=S1(=O)OCCO1.O=S1(=O)OCCO1.O=S1(=O)OCCO1.ClC(Cl)Cl.ClC(Cl)Cl.ClC(Cl)Cl.ClC(Cl)Cl



Record 2
Below is a cluster of 8 separate species, C18H32Cl6N2O12 in total, with properties calculated with ωB97M-V/def2-TZVPD.

```
70
Properties=species:S:1:pos:R:3:forces:R:3
C 2.367580 -2.647634 -2.958530 3.081 -0.376 -0.179
C 1.720433 -1.593009 -2.250119 -0.320 -0.108 -0.702
N 1.178441 -0.767250 -1.672373 1.010 -1.911 -0.488
H 2.198284 -2.789442 -4.024972 -0.132 0.757 0.386
H 2.170335 -3.622069 -2.507978 0.513 0.525 0.124
H 3.449125 -2.470143 -2.894783 0.035 -0.001 0.376
C 0.017522 1.109033 -0.974835 -0.365 1.300 -0.054
C -0.978527 0.602859 -1.916903 0.112 0.227 1.051
N -1.768221 0.213475 -2.646771 -0.412 -0.241 -0.458
H 0.896928 1.222232 -1.612040 -0.096 0.676 0.658
H 0.275981 0.396762 -0.197600 -0.388 0.280 -0.091
H -0.294976 2.047216 -0.528097 -0.249 0.231 -0.133
C -0.786504 -2.651989 -4.168986 -1.145 -0.042 -0.086
O 0.352144 -3.416557 -3.793774 -1.218 -0.790 -0.338
C 0.261505 -4.420222 -2.912318 -0.522 0.116 -0.607
O 1.165828 -5.193717 -2.772756 -0.067 -0.706 0.166
O -0.868424 -4.379510 -2.239158 -0.818 0.453 -0.071
C -1.274633 -5.486349 -1.455521 -0.027 -0.945 0.837
H -0.486812 -1.888175 -4.880352 0.393 -0.108 0.021
H -1.277548 -2.149487 -3.338275 0.217 -0.095 0.140
H -1.512503 -3.308904 -4.654819 0.017 0.088 0.019
H -1.935748 -6.142258 -2.019544 0.160 0.039 -0.273
H -1.811927 -5.136570 -0.576869 0.012 0.257 -0.392
H -0.416687 -6.044137 -1.082089 0.099 -0.029 -0.255
C -1.248579 -5.823258 3.429384 -0.348 0.305 -0.362
O -1.727728 -4.969197 2.366790 -0.370 -0.632 0.326
C -0.903789 -3.987612 2.016422 -0.393 0.103 -0.122
O -0.031600 -3.502080 2.675381 0.447 0.036 0.315
O -1.253001 -3.615161 0.791366 0.052 0.453 -0.062
C -0.542125 -2.489944 0.267439 0.206 0.489 0.504
H -1.000945 -5.221421 4.299704 0.534 -0.096 -0.107
H -0.448953 -6.398177 2.968663 0.355 -0.044 0.666
H -2.050439 -6.493978 3.726222 -0.187 0.082 -0.344
H -0.989075 -2.288347 -0.696051 0.157 0.035 -0.117
H 0.532573 -2.657257 0.236011 -0.030 -0.401 -0.336
H -0.633164 -1.627101 0.931220 -0.378 0.000 0.001
C 0.649745 8.128216 1.729317 0.216 0.085 0.152
O 0.019561 7.878012 0.480194 -0.246 0.719 -0.398
C 0.178719 6.725484 -0.155572 0.265 -0.375 0.791
O -0.182753 6.536474 -1.272990 -0.258 -0.083 -0.691
O 0.758074 5.825498 0.647360 -0.344 -0.117 0.023
C 0.974552 4.506871 0.128174 0.728 -0.003 0.898
H 1.735342 8.075816 1.636447 -0.040 -0.211 0.014
H 0.293262 7.438945 2.492039 0.065 0.033 0.031
H 0.398646 9.154803 1.984114 -0.175 -0.070 0.017
H 0.962313 3.862268 1.003999 -0.111 -0.063 -0.032
H 2.006573 4.505168 -0.215327 -0.133 -0.307 -0.583
H 0.238578 4.165805 -0.591570 0.031 0.426 -0.229
C 3.749089 0.647675 -0.640007 0.914 1.844 -0.228
O 3.374633 -0.086221 0.506727 0.188 -0.623 -0.590
C 2.617508 0.558850 1.382234 -0.341 0.249 -0.399
O 2.244993 1.700203 1.295834 -0.064 0.444 0.020
O 2.295148 -0.283688 2.326407 0.018 -1.156 0.742
C 1.390152 0.166680 3.319132 -0.057 1.220 0.736
H 3.063755 1.470786 -0.843879 -0.263 -0.285 0.044
H 3.895145 0.083552 -1.553343 -0.329 -0.762 0.382
H 4.700503 1.153930 -0.442865 0.046 -0.173 0.107
H 0.487384 0.571336 2.876861 -0.187 -0.387 -0.125
H 1.807589 1.003486 3.887604 0.255 -0.004 -0.171
H 1.194667 -0.609021 4.050586 0.010 -0.452 -0.475
C -2.477421 2.306035 3.507952 0.086 -0.150 0.082
Cl -2.085167 3.466031 4.774388 -0.091 0.009 -0.028
Cl -2.562846 0.668879 4.151514 0.034 -0.195 0.133
Cl -1.262354 2.377295 2.224336 -0.297 0.184 -0.119
H -3.464970 2.518449 3.117703 0.149 0.249 -0.196
C -3.781366 2.545287 -1.338921 -0.472 -0.068 0.426
Cl -4.623206 1.875853 -2.730888 -0.009 0.018 0.279
Cl -4.920126 2.876488 0.022468 0.071 0.211 -0.378
Cl -2.875628 3.973143 -1.812088 0.067 -0.094 0.280
H -3.144863 1.800989 -0.881028 0.339 -0.038 -0.528
```
Positions in Å, forces in eV/Å.

Computed properties:
- relative energy (zero: lowest compared OMol25 entry of this formula, charge and spin) (eV) = 1.4668
- SMILES = COC(=O)OC.COC(=O)OC.COC(=O)OC.COC(=O)OC.ClC(Cl)Cl.ClC(Cl)Cl.CC#N.CC#N



Record 3
Below is a cluster of 2 separate species, C18H32ClN2O3 in total, with properties calculated with ωB97M-V/def2-TZVPD.

```
56
Properties=species:S:1:pos:R:3:forces:R:3
C -2.499176 -3.745574 -1.275601 -0.022 -0.073 0.175
C -2.060062 -2.754120 -0.202935 -0.026 0.059 -0.038
C -2.362632 -1.301873 -0.575675 -0.081 -0.064 0.018
C -1.653910 -0.772649 -1.834572 -0.003 0.090 0.004
C -0.155660 -1.075735 -1.982248 0.070 0.045 -0.044
C 0.759146 0.064301 -1.535208 0.020 -0.028 0.040
C 0.571695 0.499930 -0.085102 -0.009 0.168 -0.047
C 1.125761 -0.512589 0.917885 0.156 0.039 -0.023
N 0.229417 -0.693015 2.067671 -0.107 0.023 -0.028
C -0.323599 -1.813759 2.481644 0.430 -0.325 -0.340
N -1.077818 -1.539087 3.532007 -0.558 -0.195 0.605
C -1.036705 -0.185479 3.812690 -0.315 -0.320 0.220
C -1.787093 0.466909 4.915983 -0.163 0.075 -0.094
C -3.323625 0.340071 4.790779 0.027 -0.039 -0.073
C -3.993633 1.649114 4.411819 -0.015 -0.151 -0.219
Cl -3.718525 2.899459 5.644016 0.012 0.115 0.111
C -0.220981 0.325406 2.877725 0.550 0.845 -0.363
H -2.124274 -4.747309 -1.065901 0.004 -0.009 -0.027
H -3.588260 -3.807653 -1.305230 0.011 0.053 -0.101
H -2.145331 -3.451342 -2.262817 0.029 -0.026 -0.018
H -2.577033 -2.984250 0.735059 -0.004 -0.036 -0.003
H -0.991782 -2.879501 0.003182 -0.015 -0.017 -0.100
H -3.441131 -1.232478 -0.748734 0.010 0.090 0.035
H -2.164182 -0.651162 0.283222 0.082 -0.026 0.014
H -1.776031 0.315206 -1.859670 -0.111 -0.023 -0.048
H -2.188434 -1.140311 -2.711626 0.039 -0.069 0.019
H 0.069172 -1.274288 -3.032319 -0.028 -0.022 0.018
H 0.111003 -1.996856 -1.457834 -0.010 -0.041 -0.009
H 0.587882 0.941624 -2.160826 -0.027 -0.028 -0.059
H 1.803027 -0.214598 -1.703295 0.012 0.054 0.028
H -0.489727 0.667733 0.112501 0.016 -0.037 -0.012
H 1.080290 1.453165 0.051350 -0.025 -0.019 0.036
H 2.082240 -0.178080 1.320476 0.020 -0.052 -0.069
H 1.280856 -1.493082 0.469126 -0.107 -0.048 0.029
H -0.174905 -2.785799 2.043881 -0.009 0.027 0.040
H -1.608380 -2.223516 4.048766 0.007 -0.021 -0.021
H -1.448374 0.076768 5.875687 0.056 0.014 0.006
H -1.515789 1.522398 4.882910 0.046 -0.010 0.206
H -3.583854 -0.384237 4.011858 -0.015 -0.035 0.045
H -3.747626 -0.028798 5.723352 -0.013 0.040 0.025
H -5.068225 1.523133 4.306598 0.010 -0.004 0.046
H -3.602094 2.029890 3.468263 0.008 0.031 0.037
H 0.089791 1.345966 2.728573 0.019 -0.044 -0.038
C 4.396984 1.392695 -5.259657 -0.056 -0.084 0.070
C 4.049554 2.438331 -4.232897 0.013 0.022 -0.023
C 5.220825 3.013509 -3.457392 0.012 -0.042 0.025
O 4.636900 3.300601 -2.177269 0.091 0.013 0.004
C 3.564784 2.508329 -2.012161 0.044 0.055 -0.094
O 2.962595 2.389112 -0.989536 -0.025 -0.069 0.054
O 3.262719 1.867953 -3.159121 -0.084 -0.007 -0.026
H 3.523958 1.108411 -5.844371 -0.005 0.010 0.013
H 5.153104 1.781270 -5.941972 -0.003 0.018 -0.021
H 4.790446 0.501257 -4.770860 0.064 0.026 0.003
H 3.450669 3.239538 -4.672137 0.012 0.015 -0.006
H 5.628920 3.926155 -3.880851 -0.042 0.040 0.037
H 6.017109 2.278906 -3.319204 0.010 -0.002 -0.019
```
Positions in Å, forces in eV/Å.

Computed properties:
- charge = +1



| no. | HOMO (eV) | HOMO-LUMO gap (eV) | electronic energy (a.u.) |
| --- | --- | --- | --- |
| 1 | -10.76 | 10.71 | -11121.068427 |
| 2 | -10.71 | 11.12 | -4478.530520 |
| 3 | -13.19 | 10.85 | -1500.317614 |